{
  "formula": "C4H6FNO",
  "method": "ωB97M-V with the def2-TZVPD basis set",
  "charge": 0,
  "relative_energy_kj_mol": 118.1,
  "e_homo_ev": -10.278,
  "e_lumo_ev": 0.85,
  "smiles": "C=CCF.N=C=O",
  "gap_ev": 11.13,
  "species": ["C", "C", "C", "F", "H", "H", "H", "H", "H", "N", "C", "O", "H"],
  "coordinates": [[-0.812, 1.359, -0.988], [0.464, 1.035, -1.026], [0.899, -0.328, -1.384], [1.664, -0.926, -0.314], [-1.581, 0.679, -0.943], [-1.132, 2.348, -0.486], [1.298, 1.704, -0.799], [0.046, -0.947, -1.634], [1.583, -0.243, -2.239], [-1.153, -1.625, 2.458], [-0.334, -0.752, 2.338], [0.182, 0.291, 2.240], [-1.124, -2.595, 2.778]],
  "mulliken_charge": [-0.642, -0.121, -0.280, -0.301, 0.318, 0.225, 0.289, 0.270, 0.233, -0.430, 0.551, -0.391, 0.278]
}

---

{
  "formula": "C4H6FNO",
  "method": "ωB97M-V with the def2-TZVPD basis set",
  "charge": 0,
  "relative_energy_kj_mol": 131.9,
  "e_homo_ev": -10.095,
  "e_lumo_ev": 1.06,
  "smiles": "O=C(CF)N1CC1",
  "gap_ev": 11.16,
  "species": ["O", "C", "C", "F", "N", "C", "C", "H", "H", "H", "H", "H", "H"],
  "coordinates": [[0.098, -1.371, -1.004], [-0.220, -0.530, -0.188], [-1.475, -0.755, 0.644], [-1.743, 0.261, 1.520], [0.478, 0.671, 0.083], [1.936, 0.539, -0.082], [1.149, 1.228, -1.113], [-1.385, -1.694, 1.181], [-2.319, -0.865, -0.057], [2.502, 1.082, 0.634], [2.308, -0.445, -0.322], [1.148, 2.285, -1.161], [0.973, 0.664, -2.070]],
  "mulliken_charge": [-0.551, 0.523, -0.204, -0.268, -0.312, -0.335, -0.296, 0.237, 0.225, 0.252, 0.243, 0.262, 0.222]
}

---

{
  "formula": "C4H6FNOS",
  "method": "ωB97M-V with the def2-TZVPD basis set",
  "charge": 0,
  "relative_energy_kj_mol": 573.3,
  "e_homo_ev": -9.278,
  "e_lumo_ev": 0.14,
  "smiles": "COC(/C=N\\S)=C\\F",
  "gap_ev": 9.41,
  "species": ["C", "O", "C", "C", "N", "S", "C", "F", "H", "H", "H", "H", "H", "H"],
  "coordinates": [[1.674, -1.133, 0.593], [1.548, -0.035, -0.304], [0.302, 0.515, -0.438], [-0.621, -0.465, -0.755], [-1.844, -0.582, -0.396], [-2.887, 0.716, 0.281], [0.257, 1.724, -0.171], [1.501, 2.351, -0.009], [2.513, -2.014, 0.273], [2.085, -0.679, 1.654], [0.415, -1.446, 0.638], [-0.113, -1.552, -1.015], [-4.131, 0.215, -0.201], [-0.698, 2.386, -0.149]],
  "mulliken_charge": [-0.676, -0.398, 0.642, -0.378, -0.367, -0.187, -0.214, -0.224, 0.152, 0.214, 0.486, 0.535, 0.186, 0.229]
}

---

{
  "formula": "C4H6FNOS",
  "method": "ωB97M-V with the def2-TZVPD basis set",
  "charge": 0,
  "relative_energy_kj_mol": 277.3,
  "e_homo_ev": -8.942,
  "e_lumo_ev": 0.19,
  "smiles": "C[C@@H](F)/C=N/OC=S",
  "gap_ev": 9.13,
  "species": ["C", "C", "F", "C", "N", "O", "C", "S", "H", "H", "H", "H", "H", "H"],
  "coordinates": [[-2.848, -0.603, 1.088], [-2.136, -0.352, -0.201], [-3.009, 0.182, -1.127], [-0.986, 0.566, -0.070], [0.154, 0.099, 0.215], [1.155, 1.129, 0.334], [2.429, 0.663, 0.171], [2.938, -0.801, -0.237], [-3.279, 0.271, 1.539], [-3.601, -1.281, 0.851], [-2.162, -1.043, 1.790], [-1.754, -1.302, -0.633], [-1.256, 1.642, -0.103], [3.062, 1.535, 0.388]],
  "mulliken_charge": [-1.233, 0.455, -0.320, -0.163, -0.378, -0.114, 0.064, -0.250, 0.339, 0.333, 0.377, 0.208, 0.394, 0.287]
}

---

{
  "formula": "C4H6FNS",
  "method": "ωB97M-V with the def2-TZVPD basis set",
  "charge": 0,
  "relative_energy_kj_mol": 250.3,
  "e_homo_ev": -9.228,
  "e_lumo_ev": 0.32,
  "smiles": "C=C(C)C#N.FS",
  "gap_ev": 9.55,
  "species": ["C", "C", "C", "C", "N", "H", "H", "H", "H", "H", "F", "S", "H"],
  "coordinates": [[2.174, -0.783, 0.445], [1.019, -0.205, 0.048], [0.847, 1.234, -0.228], [-0.187, -0.973, -0.002], [-1.149, -1.606, -0.108], [2.491, -1.838, 0.602], [3.091, -0.188, 0.627], [1.725, 1.619, -0.454], [0.275, 1.459, -1.040], [0.255, 1.623, 0.581], [-3.221, 1.048, 0.229], [-4.137, -0.310, -0.017], [-3.183, -1.079, -0.685]],
  "mulliken_charge": [-0.850, 0.731, -1.419, 0.223, -0.448, 0.284, 0.256, 0.503, 0.424, 0.301, -0.242, 0.035, 0.201]
}

---

{
  "formula": "C4H6FO4Yb",
  "method": "ωB97M-V with the def2-TZVPD basis set",
  "charge": 2,
  "relative_energy_kj_mol": 0.0,
  "e_homo_ev": [-19.548, -19.547],
  "multiplicity": 2,
  "e_lumo_ev": [-10.15, -11.88],
  "gap_ev": [9.40, 7.66],
  "species": ["O", "C", "C", "O", "C", "O", "O", "C", "H", "F", "H", "H", "H", "H", "H", "Yb"],
  "coordinates": [[1.692, -0.538, -1.837], [2.263, -0.980, -0.861], [1.700, -1.004, 0.534], [0.298, -1.173, 0.637], [-0.543, -0.186, 0.459], [-1.653, -0.422, 1.071], [-0.325, 0.821, -0.217], [-2.539, 0.681, 1.328], [2.036, -0.082, 1.040], [-0.402, 1.910, -4.143], [3.317, -1.308, -0.930], [2.137, -1.852, 1.073], [-3.228, 0.323, 2.095], [-1.966, 1.541, 1.692], [-3.078, 0.934, 0.409], [0.291, 1.334, -2.350]],
  "lowdin_spin": [-0.001, 0.000, 0.000, 0.000, 0.000, 0.000, 0.002, 0.000, 0.000, 0.021, 0.000, 0.000, 0.000, 0.000, 0.000, 0.978]
}

---

{
  "formula": "C4H6FeMgO5",
  "method": "ωB97M-V with the def2-TZVPD basis set",
  "charge": 0,
  "relative_energy_kj_mol": 126.9,
  "e_homo_ev": [-7.600, -9.302],
  "multiplicity": 7,
  "e_lumo_ev": [-0.05, -0.98],
  "gap_ev": [7.55, 8.32],
  "species": ["O", "C", "C", "O", "C", "Mg", "H", "H", "H", "H", "H", "H", "O", "C", "O", "O", "Fe"],
  "coordinates": [[-0.372, -0.884, 2.170], [0.936, -0.430, 2.256], [1.531, -0.134, 0.882], [0.541, 0.644, 0.194], [0.752, 1.084, -1.094], [-1.348, -0.091, 0.740], [1.607, -1.164, 2.743], [0.990, 0.503, 2.855], [1.699, -1.058, 0.306], [2.461, 0.450, 0.937], [0.501, 0.422, -1.924], [1.644, 1.710, -1.187], [-1.706, 1.306, -1.010], [-2.338, 0.289, -1.565], [-2.269, -0.841, -0.858], [-2.466, 0.146, -2.821], [-2.164, -1.952, -2.625]],
  "lowdin_spin": [0.003, 0.004, 0.032, 0.116, 0.709, 0.034, 0.001, 0.000, 0.003, 0.001, 0.039, 0.040, 0.056, 0.046, 0.164, 0.158, 4.594]
}

---

{
  "formula": "C4H6FeO7",
  "method": "ωB97M-V with the def2-TZVPD basis set",
  "charge": -1,
  "relative_energy_kj_mol": 47.4,
  "e_homo_ev": [-2.451, -2.450],
  "multiplicity": 6,
  "e_lumo_ev": [2.15, 1.00],
  "gap_ev": [4.60, 3.45],
  "species": ["O", "C", "O", "O", "O", "C", "O", "O", "C", "C", "Fe", "H", "H", "H", "H", "H", "O", "H"],
  "coordinates": [[-3.465, 0.315, -0.032], [-2.394, 0.951, -0.225], [-2.403, 2.118, -0.704], [-1.259, 0.348, 0.109], [1.473, -0.780, 0.221], [2.434, -1.433, 0.867], [2.853, -1.157, 1.968], [2.674, -2.575, 0.227], [1.035, 0.449, 0.802], [-0.034, 1.068, -0.058], [-4.373, 1.943, -0.723], [3.351, -3.071, 0.705], [1.886, 1.142, 0.860], [0.659, 0.263, 1.815], [0.252, 1.058, -1.119], [-0.173, 2.108, 0.258], [4.343, 0.041, -0.859], [5.146, -0.005, -0.335]],
  "lowdin_spin": [0.175, 0.053, 0.181, 0.015, 0.001, 0.000, 0.000, 0.000, 0.001, 0.003, 4.569, 0.000, 0.000, 0.000, 0.001, 0.001, 0.000, 0.000]
}

---

no.,E_tot (a.u.)
1,-385.82855
2,-385.82329
3,-783.86172
4,-783.97446
5,-708.72660
6,-1714.93047
7,-1995.96487
8,-1946.37447